ORCA calculation (wB97M-V/def2-TZVPD) on a single C4H13N3O molecule.

The geometry in XYZ format:
```
21
Properties=species:S:1:pos:R:3
C -0.941 -1.021 -0.634
C 0.203 -0.220 -0.163
C 1.711 -0.662 -0.572
C 0.000 1.221 -0.475
H -2.795 -1.522 0.283
H -2.577 0.178 -0.326
H -0.735 -2.174 -0.352
H -0.994 -1.076 -1.787
H -0.998 -0.870 1.196
H 1.923 -1.708 -0.575
H 1.901 0.069 -1.597
H 3.535 0.010 -0.062
H 2.129 -0.041 1.190
H 0.103 1.373 -1.518
H 0.771 1.812 -0.013
H -0.979 1.406 1.105
H -1.489 2.563 -0.022
N -2.104 -0.706 0.049
N 2.572 0.230 0.321
N -1.252 1.571 0.027
O -0.018 -0.449 1.345
```

## Properties
Orbital gap in eV: 9.49
Charge: 0
SMILES: NCC(O)(CN)CN
Energy relative to the best compared isomer or geometry (same formula, charge and spin) in kJ/mol: 461.0
HOMO energy in hartree: -0.315



ORCA calculation (wB97M-V/def2-TZVPD) on 9 unconnected molecules or ions with the total composition C18H31FN8OP.

The geometry in XYZ format:
```
60
Properties=species:S:1:pos:R:3
C 2.013 -2.319 0.723
O 1.164 -3.108 1.582
C -0.075 -3.413 0.972
P -1.277 -1.944 0.971
F -1.340 -1.213 -0.531
H 2.383 -2.852 -0.197
H 1.545 -1.325 0.434
H 2.934 -2.066 1.335
H -0.571 -4.197 1.626
H 0.021 -3.874 -0.064
H -0.787 -1.025 1.939
H -2.576 -2.391 1.403
C -2.651 0.882 -2.844
C -3.883 1.119 -3.596
N -4.851 1.304 -4.185
H -2.710 -0.035 -2.256
H -1.788 0.788 -3.506
H -2.440 1.700 -2.152
C -3.145 -6.570 2.977
C -2.957 -5.509 1.990
N -2.809 -4.675 1.214
H -3.675 -7.423 2.549
H -2.190 -6.936 3.357
H -3.726 -6.220 3.833
C 4.247 0.969 -1.350
C 4.593 -0.206 -0.550
N 4.865 -1.130 0.079
H 4.505 1.903 -0.832
H 4.775 0.971 -2.306
H 3.177 1.004 -1.570
C 2.839 4.783 1.020
C 3.876 4.197 0.173
N 4.693 3.737 -0.492
H 2.871 5.874 0.994
H 1.841 4.480 0.699
H 2.955 4.474 2.064
C -5.381 3.804 -6.405
C -5.205 4.861 -7.401
N -5.067 5.692 -8.183
H -5.909 2.944 -6.821
H -4.423 3.444 -6.028
H -5.957 4.154 -5.546
C -0.628 -1.210 5.368
C -1.340 -2.056 4.412
N -1.900 -2.726 3.662
H -0.163 -0.354 4.876
H -1.301 -0.820 6.134
H 0.163 -1.763 5.878
C -0.598 -2.250 -3.652
C -0.421 -1.191 -4.646
N -0.283 -0.360 -5.427
H -1.125 -3.109 -4.070
H 0.361 -2.611 -3.275
H -1.175 -1.903 -2.793
C 4.989 4.565 5.043
C 4.264 3.706 4.107
N 3.694 3.032 3.371
H 5.452 5.411 4.532
H 4.326 4.969 5.810
H 5.784 4.017 5.553
```

## Properties
Orbital gap in eV: 8.66
Charge: +1
HOMO energy in hartree: -0.460



ORCA calculation (wB97M-V/def2-TZVPD) on a molecular structure, C48H59BMoN6O4SSi.

The geometry in XYZ format:
```
121
Properties=species:S:1:pos:R:3
Mo -0.381 -0.704 -0.267
C -2.184 -2.180 1.863
C -3.235 -2.054 0.791
N -2.713 -1.143 -0.242
C -3.233 -1.455 -1.591
C -2.170 -1.957 -2.516
C -2.510 -2.450 -3.766
C -1.537 -3.060 -4.535
C -0.263 -3.205 -4.008
C 0.004 -2.652 -2.773
C 1.318 -2.751 -2.077
N 1.077 -2.525 -0.640
C 0.703 -3.764 0.072
C -0.721 -3.680 0.582
N -0.886 -2.359 1.195
N -0.915 -1.990 -2.060
H -2.397 -3.012 2.542
H -2.122 -1.275 2.470
H -4.181 -1.698 1.206
H -3.431 -3.025 0.337
H -3.011 -0.193 -0.038
H -3.705 -0.579 -2.030
H -4.009 -2.221 -1.517
H -3.531 -2.363 -4.112
H -1.774 -3.446 -5.517
H 0.521 -3.721 -4.545
H 2.020 -2.012 -2.463
H 1.764 -3.733 -2.249
H 1.953 -2.197 -0.246
H 1.403 -3.907 0.898
H 0.806 -4.631 -0.582
H -0.921 -4.473 1.312
H -1.423 -3.789 -0.243
H -0.202 -2.292 1.940
C 5.416 -3.594 0.980
C 5.049 -2.624 0.061
C 3.972 -1.790 0.325
C 3.212 -1.898 1.497
C 3.620 -2.877 2.417
C 4.704 -3.707 2.165
Si 1.757 -0.717 1.859
C 1.006 -1.393 3.511
C 0.605 -2.729 3.700
C 0.088 -3.196 4.898
C -0.045 -2.335 5.978
C 0.376 -1.023 5.842
C 0.895 -0.566 4.636
C 2.427 1.008 2.160
C 3.607 1.396 1.513
C 4.103 2.688 1.625
C 3.445 3.630 2.400
C 2.289 3.265 3.077
C 1.788 1.982 2.943
H 6.261 -4.242 0.784
H 5.600 -2.496 -0.863
H 3.735 -1.041 -0.414
H 3.123 -2.976 3.369
H 4.997 -4.439 2.907
H 0.742 -3.462 2.910
H -0.191 -4.239 4.991
H -0.449 -2.689 6.917
H 0.319 -0.343 6.682
H 1.259 0.451 4.599
H 4.154 0.697 0.899
H 5.002 2.959 1.085
H 3.792 4.653 2.455
H 1.753 4.012 3.652
H 0.843 1.776 3.432
C -3.547 2.447 0.272
C -4.326 1.962 -0.928
C -5.391 0.939 -0.512
C -3.526 1.580 -2.185
C -4.334 1.682 -3.321
C -3.857 1.531 -4.602
C -2.489 1.416 -4.741
C -1.620 1.328 -3.657
C -0.155 1.425 -4.054
C 0.654 2.354 -3.158
C 0.464 0.056 -4.304
C -2.146 1.230 -2.336
O -1.393 0.809 -1.285
H -4.214 2.954 0.971
H -2.749 3.130 -0.005
H -3.104 1.613 0.816
H -4.886 2.837 -1.270
H -4.969 0.076 0.011
H -5.951 0.565 -1.370
H -6.099 1.403 0.177
H -5.382 1.921 -3.174
H -4.510 1.601 -5.461
H -2.050 1.434 -5.732
H -0.179 1.912 -5.032
H 0.607 2.050 -2.119
H 0.256 3.369 -3.218
H 1.700 2.376 -3.468
H 0.506 -0.524 -3.390
H 1.478 0.151 -4.687
H -0.136 -0.496 -5.033
B 3.732 0.627 -2.422
C 2.391 0.307 -1.652
N 1.424 -0.008 -1.099
H 3.972 1.801 -2.301
H 3.570 0.290 -3.571
H 4.587 -0.065 -1.908
N -0.773 0.825 1.393
C -0.453 2.257 1.329
C 0.506 2.718 0.458
C 0.947 4.031 0.562
C 0.445 4.855 1.552
C -0.570 4.399 2.390
C -1.020 3.099 2.279
S 1.213 6.442 1.914
O 1.576 6.268 3.317
O 2.346 6.498 1.007
O 0.168 7.418 1.678
H -1.757 0.762 1.645
H -0.303 0.479 2.229
H 0.966 2.036 -0.239
H 1.744 4.404 -0.068
H -0.956 5.059 3.156
H -1.778 2.722 2.961
```

## Properties
Orbital gap in eV: 6.44
Charge: 0
Energy relative to the best compared isomer or geometry (same formula, charge and spin) in kJ/mol: 7.5
HOMO energy in hartree: -0.272



ORCA calculation (wB97M-V/def2-TZVPD) on a molecular structure, C48H32N10O4W.

The geometry in XYZ format:
```
95
Properties=species:S:1:pos:R:3
W 0.324 0.237 -0.108
C 3.831 -4.793 2.486
C 4.708 -3.797 2.904
C 4.473 -2.456 2.612
C 3.362 -2.139 1.867
C 2.872 -0.774 1.427
N 1.671 -1.084 0.629
C 1.359 -2.504 0.808
N 0.171 -2.849 0.537
C -0.680 -1.725 0.336
C -2.059 -1.855 0.867
C -2.665 -2.670 1.799
C -4.022 -2.464 2.053
C -4.731 -1.455 1.422
C -4.114 -0.599 0.512
C -2.780 -0.826 0.240
C -1.816 -0.162 -0.661
N -2.430 0.788 -1.532
C -1.929 1.940 -1.337
N -0.597 1.931 -0.730
C -0.258 3.310 -0.333
N -0.024 3.496 1.052
C 0.410 2.629 1.879
N 0.691 1.264 1.680
C 1.708 0.962 2.612
N 2.632 0.088 2.530
C 1.751 2.010 3.637
C 2.497 2.151 4.792
C 2.403 3.360 5.472
C 1.621 4.407 4.996
C 0.885 4.270 3.825
C 0.947 3.054 3.171
C -1.443 4.117 -0.801
C -1.665 5.461 -0.619
C -2.860 5.989 -1.093
C -3.801 5.186 -1.728
C -3.580 3.832 -1.914
C -2.386 3.294 -1.441
N -0.815 -1.169 -1.041
C 2.475 -3.143 1.439
C 2.695 -4.481 1.756
H 4.037 -5.822 2.741
H 5.586 -4.070 3.471
H 5.136 -1.683 2.961
H -2.105 -3.435 2.309
H -4.534 -3.111 2.747
H -5.781 -1.330 1.630
H -4.651 0.202 0.027
H 3.130 1.349 5.138
H 2.966 3.494 6.382
H 1.581 5.345 5.530
H 0.294 5.078 3.429
H -0.923 6.078 -0.138
H -3.063 7.041 -0.974
H -4.720 5.624 -2.089
H -4.304 3.210 -2.414
H 1.991 -5.240 1.454
O 1.028 4.501 -1.981
C 1.036 3.696 -1.098
O 0.204 1.349 -1.695
C 2.305 3.097 -0.575
C 3.372 3.989 -0.499
C 4.597 3.540 -0.041
C 4.720 2.196 0.266
C 3.605 1.365 0.150
N 2.395 1.804 -0.225
C 3.861 -0.091 0.432
O 4.815 -0.662 -0.005
O 1.826 -0.866 -0.719
H 3.220 5.013 -0.800
H 5.432 4.217 0.048
H 5.659 1.775 0.590
C -3.600 -4.048 -3.932
N -3.553 -3.490 -2.567
C -3.856 -2.049 -2.601
C -2.265 -3.768 -1.840
C -1.073 -3.181 -2.543
C -0.470 -3.940 -3.546
C 0.604 -3.466 -4.274
C 1.070 -2.183 -4.037
C 0.509 -1.423 -3.025
C -0.533 -1.922 -2.234
H -4.598 -3.911 -4.341
H -3.362 -5.109 -3.930
H -2.889 -3.521 -4.567
H -4.286 -3.952 -2.018
H -3.074 -1.516 -3.137
H -3.919 -1.650 -1.591
H -4.807 -1.872 -3.097
H -2.137 -4.851 -1.774
H -2.362 -3.370 -0.827
H -0.833 -4.941 -3.730
H 1.076 -4.093 -5.013
H 1.897 -1.793 -4.610
H 0.920 -0.435 -2.820
```

## Properties
Orbital gap in eV: 7.81
Charge: +2
HOMO energy in hartree: -0.484



ORCA calculation (wB97M-V/def2-TZVPD) on a single C32H45ClN2O6 molecule.

The geometry in XYZ format:
```
86
Properties=species:S:1:pos:R:3
C 4.691 -7.247 -0.282
C 3.425 -6.814 -0.030
C 2.737 -6.155 -1.171
O 1.747 -6.633 -1.614
O 3.320 -5.028 -1.688
C 2.800 -3.827 -1.075
C 3.546 -3.479 0.215
C 2.831 -3.698 1.578
C 1.435 -4.334 1.573
C 0.265 -3.316 1.562
C 0.487 -2.125 0.637
C -0.456 -0.952 0.882
C -1.505 -1.040 1.790
C -2.367 0.019 2.068
C -3.439 -0.250 3.111
C -2.872 -0.057 4.511
N -2.350 1.303 4.701
C -2.209 1.264 1.427
C -3.137 2.406 1.781
C -4.023 2.885 0.613
O -5.378 3.034 1.130
C -6.275 2.553 0.199
C -6.917 1.245 0.563
O -6.488 3.154 -0.806
C -1.173 1.363 0.466
C -0.318 0.276 0.199
C 0.743 0.468 -0.837
O 1.717 -0.251 -0.935
C 0.634 1.601 -1.791
C 1.487 1.520 -3.029
C 2.862 2.243 -2.863
C 3.253 2.638 -1.444
C 4.701 3.148 -1.380
N 4.832 4.008 -0.183
C -0.159 2.649 -1.540
C -0.317 3.859 -2.394
C -1.625 3.879 -3.209
C -1.970 2.522 -3.826
Cl -3.158 2.693 -5.149
C -0.937 2.646 -0.268
O -1.341 3.712 0.145
H 5.466 -6.540 -0.563
H 4.961 -8.295 -0.187
H 2.914 -6.866 0.926
H 3.024 -3.053 -1.805
H 1.718 -3.861 -0.993
H 3.824 -2.426 0.152
H 4.494 -4.014 0.214
H 3.479 -4.317 2.200
H 2.758 -2.744 2.102
H 1.329 -4.893 2.505
H 1.256 -5.049 0.771
H -0.601 -3.860 1.172
H 0.005 -3.039 2.582
H 0.321 -2.421 -0.400
H 1.486 -1.714 0.710
H -1.669 -1.959 2.335
H -3.760 -1.281 2.958
H -4.318 0.367 2.949
H -3.599 -0.262 5.295
H -2.053 -0.777 4.654
H -2.002 1.389 5.649
H -1.524 1.431 4.124
H -3.756 2.201 2.641
H -2.511 3.248 2.068
H -4.000 2.144 -0.188
H -3.702 3.853 0.253
H -6.740 1.013 1.609
H -7.979 1.288 0.348
H -6.423 0.470 -0.025
H 0.982 2.016 -3.854
H 1.615 0.486 -3.337
H 2.875 3.163 -3.452
H 3.619 1.596 -3.310
H 2.621 3.459 -1.109
H 3.178 1.815 -0.734
H 5.355 2.280 -1.269
H 4.950 3.740 -2.257
H 5.553 4.702 -0.322
H 5.066 3.444 0.623
H 0.533 4.003 -3.059
H -0.331 4.747 -1.763
H -1.597 4.613 -4.008
H -2.438 4.108 -2.518
H -2.386 1.865 -3.069
H -1.094 2.045 -4.255
```

## Properties
Orbital gap in eV: 7.75
Charge: 0
SMILES: C=CC(=O)OCCCCCCc1cc(CCN)c(CCOC(C)=O)c2c1C(=O)C(CCCCN)=C(CCCCl)C2=O
HOMO energy in hartree: -0.327



ORCA calculation (wB97M-V/def2-TZVPD) on a single C2HNO molecule.

The geometry in XYZ format:
```
5
Properties=species:S:1:pos:R:3
C 0.549 0.138 -0.085
C -0.802 -0.241 -0.172
H 0.721 1.162 0.206
N -1.902 -0.420 0.048
O 1.435 -0.639 0.003
```

## Properties
Orbital gap in eV: 10.85
Charge: 0
SMILES: N#CC=O
Energy relative to the best compared isomer or geometry (same formula, charge and spin) in kJ/mol: 49.3
HOMO energy in hartree: -0.426



ORCA calculation (wB97M-V/def2-TZVPD) on a single C4H8N2S molecule.

The geometry in XYZ format:
```
15
Properties=species:S:1:pos:R:3
C -0.505 1.519 0.308
C -0.121 0.147 -0.153
C 1.195 -0.255 -0.121
C -1.214 -0.671 -0.666
H 0.442 2.230 0.054
H -1.433 1.808 -0.087
H -0.506 1.483 1.503
H 1.735 -1.284 -0.380
H 1.655 1.178 1.154
H 3.066 0.088 0.546
H -0.654 -2.242 0.289
H -2.289 -2.537 -0.724
N 2.083 0.547 0.565
N -1.287 -2.001 -0.499
S -2.166 -0.010 -1.791
```

## Properties
Orbital gap in eV: 8.17
Charge: 0
SMILES: C/C(=C\N)C(N)=S
Energy relative to the best compared isomer or geometry (same formula, charge and spin) in kJ/mol: 264.3
HOMO energy in hartree: -0.279



ORCA calculation (wB97M-V/def2-TZVPD) on 2 unconnected molecules or ions with the total composition C6H15OS.

The geometry in XYZ format:
```
23
Properties=species:S:1:pos:R:3
C 1.784 0.524 1.561
O 1.275 -0.806 1.774
C 2.898 0.572 0.508
C 2.798 1.813 -0.379
H 0.974 1.190 1.245
H 2.177 0.754 2.551
H 0.634 -1.009 1.036
H 3.867 0.608 1.030
H 2.885 -0.329 -0.100
H 2.867 2.708 0.253
H 3.618 1.833 -1.104
H 1.855 1.807 -0.929
C -3.194 -1.947 -0.937
C -2.801 -0.712 -0.124
C -1.758 0.157 -0.821
S -0.179 -0.781 -1.103
H -3.274 -1.672 -1.993
H -4.120 -2.388 -0.577
H -2.426 -2.719 -0.869
H -3.756 -0.174 0.015
H -2.412 -0.982 0.860
H -1.548 0.996 -0.143
H -2.164 0.558 -1.753
```

## Properties
Orbital gap in eV: 6.81
Charge: -1
Energy relative to the best compared isomer or geometry (same formula, charge and spin) in kJ/mol: 26.3
HOMO energy in hartree: -0.105



ORCA calculation (wB97M-V/def2-TZVPD) on a single C8H10N2O5 molecule.

The geometry in XYZ format:
```
25
Properties=species:S:1:pos:R:3
C 1.883 0.702 -0.253
C 0.848 1.506 -0.516
C 1.779 -0.740 -0.288
C -0.497 1.035 -0.830
C 0.952 -1.482 0.411
C -1.523 1.380 -0.011
C 0.826 -2.975 0.218
C -1.230 2.172 1.198
N -0.692 0.292 -2.108
N 0.133 -0.933 1.499
O 0.279 0.038 -2.757
O -1.787 -0.075 -2.439
O 0.707 -0.034 2.115
O -0.946 -1.388 1.657
O -2.823 1.041 -0.164
H 2.875 1.109 -0.165
H 0.896 2.506 -0.744
H 2.332 -1.410 -1.042
H 1.104 -3.457 -0.754
H -0.169 -3.403 0.527
H 1.434 -3.543 1.021
H -0.840 1.479 2.043
H -2.238 2.748 1.495
H -0.358 2.826 0.924
H -2.946 0.607 -1.036
```

## Properties
Orbital gap in eV: 8.91
Charge: 0
SMILES: C/C(=C/C=C\C(=C(/C)O)[N+](=O)[O-])[N+](=O)[O-]
Energy relative to the best compared isomer or geometry (same formula, charge and spin) in kJ/mol: 778.1
HOMO energy in hartree: -0.340



ORCA calculation (wB97M-V/def2-TZVPD) on a single C7H10O3 molecule.

The geometry in XYZ format:
```
20
Properties=species:S:1:pos:R:3
C 1.648 0.069 -0.089
C 0.227 0.811 0.019
C 2.971 0.499 0.055
C 1.137 -1.406 -0.075
C -0.892 -0.207 0.053
C -1.792 -0.017 1.211
C -1.770 -0.179 -1.253
O 3.943 -0.155 -0.230
O -0.206 -1.426 0.389
O 0.053 2.135 -0.017
H 2.982 1.621 0.443
H 1.249 -1.919 -1.024
H 1.600 -2.124 0.515
H -1.415 -0.239 2.219
H -2.579 -0.666 1.188
H -2.248 0.988 1.475
H -1.275 -0.766 -1.987
H -1.626 0.886 -1.486
H -2.781 -0.546 -1.054
H 0.774 2.641 -0.351
```

## Properties
⟨S²⟩: 2.015
Orbital gap (alpha / beta) in eV: 7.18 / 7.73
Charge: 0
2S+1: 3
Energy relative to the best compared isomer or geometry (same formula, charge and spin) in kJ/mol: 101.4
HOMO energy (alpha / beta) in hartree: -0.245 / -0.362



ORCA calculation (wB97M-V/def2-TZVPD) on 2 unconnected molecules or ions with the total composition C3H7N2S.

The geometry in XYZ format:
```
13
Properties=species:S:1:pos:R:3
C 0.013 0.846 -1.826
C -0.815 0.546 0.469
C -0.961 0.239 2.883
N -0.573 0.575 -0.753
N -1.287 0.133 1.524
S 2.030 -1.368 -1.970
H 1.017 1.291 -1.693
H -0.327 0.415 -2.755
H -1.648 0.996 3.339
H -1.090 -0.797 3.384
H 0.130 0.662 2.943
H 1.772 -0.903 -3.297
H 1.739 -2.637 -2.249
```

## Properties
Orbital gap in eV: 7.65
Charge: +1
Energy relative to the best compared isomer or geometry (same formula, charge and spin) in kJ/mol: 353.7
HOMO energy in hartree: -0.500



Q: Which formula does entry 10 have?
A: C7H10O3



Q: Which of these has the lowest charge?
A: C6H15OS